Entry 1:
A single C23H18N4O molecule at a distorted geometry. Source: the OMol25 dataset; level of theory: wB97M-V/def2-TZVPD.

XYZ file:
```
46
Properties=species:S:1:pos:R:3
C -1.814 0.931 1.580
C -0.494 0.242 1.137
O -0.804 -1.079 0.516
C 0.478 0.054 2.412
C 0.471 1.106 3.399
C 1.303 0.998 4.521
C 2.089 -0.133 4.696
N 2.884 -0.211 5.827
C 3.714 -1.212 5.953
C 3.901 -2.194 4.966
C 2.960 -2.257 3.933
C 2.086 -1.181 3.757
C 1.206 -1.124 2.636
C 0.168 1.169 0.167
C 1.023 2.234 0.378
N 1.261 3.015 -0.746
C 0.678 2.367 -1.682
C 0.690 2.573 -3.128
C 0.038 1.689 -3.952
C -0.750 0.577 -3.354
C -1.712 -0.219 -4.048
C -1.539 -0.555 -5.406
C -2.448 -1.376 -6.123
C -3.541 -2.006 -5.322
C -3.754 -1.640 -3.995
C -2.920 -0.721 -3.396
N -0.738 0.358 -2.081
N -0.025 1.258 -1.185
H -2.429 1.166 0.745
H -2.486 0.360 2.232
H -1.648 1.900 2.148
H -0.240 -1.228 -0.235
H 0.111 2.074 3.183
H 1.589 1.775 5.153
H 4.247 -1.477 6.837
H 4.610 -3.022 5.157
H 3.021 -3.038 3.256
H 1.070 -1.973 2.066
H 1.468 2.552 1.334
H 1.183 3.419 -3.533
H 0.087 1.960 -5.022
H -0.665 -0.189 -5.975
H -2.304 -1.788 -7.063
H -4.181 -2.755 -5.830
H -4.639 -2.005 -3.518
H -3.206 -0.393 -2.393
```

Calculated values
- Calculated total energy: -32148.413 eV
- Relative energy (zero: lowest compared OMol25 entry of this formula, charge and spin): 1.691 eV

***

Entry 2:
A molecular structure, C23H19Cl2N5O4Ru. Source: the OMol25 dataset; level of theory: wB97M-V/def2-TZVPD.

XYZ file:
```
54
Properties=species:S:1:pos:R:3
Ru -1.046 0.570 -0.655
Cl 3.844 -1.787 -4.740
C 2.858 -0.760 -3.807
C 1.725 -1.295 -3.210
C 0.914 -0.478 -2.452
N -0.256 -0.849 -1.801
C -0.880 -2.058 -1.891
O -0.486 -3.060 -2.444
C -2.241 -2.023 -1.208
C -3.056 -3.127 -1.242
C -4.304 -3.051 -0.635
C -4.682 -1.871 -0.022
C -3.805 -0.799 -0.031
N -2.605 -0.873 -0.609
C 1.246 0.935 -2.283
C 2.419 1.452 -2.913
C 3.200 0.621 -3.649
Cl 4.614 1.239 -4.397
N 0.397 1.625 -1.534
C 0.432 3.048 -1.201
O 1.358 3.761 -1.574
C -0.703 3.422 -0.441
C -0.848 4.738 0.057
C -1.925 5.071 0.811
C -2.919 4.079 1.094
C -2.754 2.831 0.594
N -1.690 2.458 -0.169
H 1.480 -2.337 -3.344
H -2.701 -4.014 -1.747
H -4.973 -3.901 -0.647
H -5.644 -1.766 0.458
H -4.061 0.141 0.433
H 2.662 2.496 -2.795
H -0.070 5.450 -0.182
H -2.034 6.076 1.197
H -3.797 4.310 1.678
H -3.499 2.069 0.776
O 0.393 0.889 1.239
C 0.368 -0.259 1.714
O -0.336 -1.220 1.314
C 1.378 -0.558 2.822
N 1.211 -2.021 3.183
C 2.489 -2.735 2.823
C 3.542 -1.648 2.945
C 2.840 -0.417 2.369
H 1.152 0.049 3.696
H 0.405 -2.308 2.588
H 0.979 -2.146 4.165
H 2.377 -3.078 1.796
H 2.621 -3.592 3.477
H 4.450 -1.909 2.407
H 3.805 -1.493 3.993
H 2.890 -0.417 1.279
H 3.268 0.519 2.716
```

Calculated values
- Multiplicity: 6
- Calculated total energy: -67420.506 eV
- Charge: +1

***

Entry 3:
A molecular structure, C23H19ClF3NO2PPt. Source: the OMol25 dataset; level of theory: wB97M-V/def2-TZVPD.

XYZ file:
```
51
Properties=species:S:1:pos:R:3
Pt 0.890 1.339 0.020
Cl 2.743 -0.514 -0.445
C 1.829 -1.993 -0.204
C 2.547 -3.146 0.031
C 1.858 -4.332 0.242
C 0.474 -4.350 0.220
C -0.232 -3.179 -0.021
C 0.437 -1.978 -0.247
P -0.463 -0.441 -0.588
C -0.365 -0.207 -2.380
C -0.633 1.069 -2.888
C -0.518 1.309 -4.249
C -0.132 0.285 -5.103
C 0.132 -0.983 -4.602
C 0.018 -1.232 -3.243
C -2.170 -0.757 -0.145
C -3.114 -1.074 -1.118
C -4.420 -1.355 -0.736
C -4.778 -1.319 0.605
C -3.836 -0.996 1.574
C -2.533 -0.710 1.201
H 3.628 -3.117 0.054
H 2.413 -5.241 0.432
H -0.062 -5.274 0.391
H -1.315 -3.197 -0.043
H -0.941 1.871 -2.228
H -0.722 2.297 -4.639
H -0.035 0.476 -6.164
H 0.428 -1.780 -5.272
H 0.230 -2.221 -2.854
H -2.836 -1.098 -2.164
H -5.158 -1.599 -1.489
H -5.798 -1.537 0.897
H -4.121 -0.958 2.618
H -1.797 -0.446 1.953
C 2.627 1.525 5.256
C 1.165 1.509 4.783
C 1.063 1.441 3.317
N 0.982 1.390 2.180
H 2.650 1.582 6.341
H 3.156 2.387 4.852
H 3.146 0.620 4.945
H 0.638 2.404 5.109
H 0.629 0.652 5.189
F 1.555 5.897 0.919
C 1.927 5.311 -0.222
F 1.294 5.904 -1.233
F 3.233 5.464 -0.376
C 1.539 3.823 -0.178
O 2.426 2.934 -0.293
O 0.326 3.544 -0.005
```

Calculated values
- Multiplicity: 3
- Calculated total energy: -62948.890 eV
- Charge: +1
- Relative energy (zero: lowest compared OMol25 entry of this formula, charge and spin): 0.276 eV

***

Entry 4:
A single C23H19ClN4O4S molecule at a distorted geometry. Source: the OMol25 dataset; level of theory: wB97M-V/def2-TZVPD.

XYZ file:
```
52
Properties=species:S:1:pos:R:3
O 0.045 4.810 -0.846
C -0.129 3.921 -1.648
C -1.295 3.942 -2.631
S -2.679 3.019 -1.868
C -2.061 1.402 -2.029
N -1.213 0.991 -2.939
N -0.944 -0.300 -2.692
C -1.633 -0.675 -1.651
C -1.597 -1.993 -1.034
C -0.367 -2.569 -0.724
C -0.314 -3.804 -0.110
C -1.491 -4.474 0.185
Cl -1.427 -6.014 0.964
C -2.722 -3.926 -0.143
C -2.771 -2.685 -0.750
N -2.383 0.381 -1.184
C -3.040 0.486 0.100
C -2.039 0.205 1.174
C -1.884 -0.845 2.031
C -0.696 -0.584 2.756
C -0.217 0.596 2.280
O -1.019 1.078 1.321
N 0.619 2.794 -1.760
C 1.470 2.245 -0.793
C 2.016 2.988 0.250
C 2.809 2.361 1.191
C 3.054 0.995 1.126
C 2.484 0.246 0.092
C 1.716 0.879 -0.872
O 2.637 -1.117 0.006
C 3.115 -1.696 1.200
C 4.280 -0.876 1.753
O 3.845 0.420 2.092
H -1.666 4.958 -2.754
H -1.073 3.479 -3.590
H 0.545 -2.040 -0.953
H 0.637 -4.247 0.140
H -3.630 -4.466 0.074
H -3.728 -2.267 -1.025
H -3.423 1.508 0.184
H -3.869 -0.220 0.169
H -2.531 -1.691 2.135
H -0.269 -1.193 3.526
H 0.648 1.178 2.527
H 0.339 2.134 -2.484
H 1.813 4.042 0.322
H 3.251 2.919 2.001
H 1.298 0.285 -1.670
H 3.428 -2.710 0.949
H 2.308 -1.729 1.946
H 4.679 -1.319 2.666
H 5.072 -0.820 0.993
```

Calculated values
- Calculated total energy: -61667.252 eV
- Relative energy (zero: lowest compared OMol25 entry of this formula, charge and spin): 0.000 eV

***

Entry 5:
A molecular structure, C23H19F5NO4SbSe4Ti at a distorted geometry. Source: the OMol25 dataset; level of theory: wB97M-V/def2-TZVPD.

XYZ file:
```
58
Properties=species:S:1:pos:R:3
Ti -0.182 -0.105 0.288
O -2.410 3.328 -0.335
C -1.525 2.402 -0.033
O -1.773 1.207 -0.168
C -0.235 2.809 0.473
C 0.325 4.080 0.546
C 1.658 4.195 0.883
C 2.433 3.052 1.094
C 1.816 1.826 0.993
N 0.508 1.724 0.761
C 2.478 0.456 0.943
O 3.639 0.290 1.242
O 1.645 -0.441 0.520
H -3.141 2.899 -0.805
H -0.286 4.933 0.287
H 2.127 5.169 0.922
H 3.496 3.104 1.282
C -0.117 -2.376 -0.768
C 0.242 -2.905 0.498
C -0.833 -2.722 1.376
C -1.883 -2.088 0.673
C -1.441 -1.841 -0.654
C -2.342 -1.515 -1.820
C -3.279 -1.919 1.182
C -0.886 -3.199 2.795
C 1.534 -3.566 0.853
C 0.592 -2.659 -2.056
H -2.159 -2.207 -2.644
H -2.191 -0.513 -2.218
H -3.390 -1.599 -1.525
H -3.815 -1.142 0.639
H -3.291 -1.665 2.245
H -3.830 -2.860 1.071
H 0.110 -3.198 3.243
H -1.272 -4.224 2.844
H -1.537 -2.573 3.409
H 2.072 -2.992 1.614
H 2.187 -3.646 -0.014
H 1.354 -4.570 1.247
H 1.035 -1.768 -2.504
H -0.105 -3.063 -2.793
H 1.398 -3.378 -1.906
F -3.251 1.064 1.893
C -2.229 0.817 2.744
C -1.075 0.166 2.313
C -0.175 -0.045 3.356
F 0.982 -0.693 3.114
C -0.360 0.341 4.672
F 0.563 0.092 5.613
C -1.517 1.006 5.018
F -1.724 1.402 6.282
C -2.466 1.234 4.044
F -3.609 1.859 4.371
Se -0.753 3.190 -4.743
Sb 0.538 1.154 -4.243
Se 2.849 1.549 -4.963
Se -0.393 -0.662 -5.620
Se 0.343 0.623 -1.770
```

Calculated values
- Calculated total energy: -338468.667 eV
- Charge: -2
- Relative energy (zero: lowest compared OMol25 entry of this formula, charge and spin): 4.578 eV

***

Entry 6:
A single C23H19N3O3S molecule. Source: the OMol25 dataset; level of theory: wB97M-V/def2-TZVPD.

XYZ file:
```
49
Properties=species:S:1:pos:R:3
N 2.890 6.578 0.508
S 3.609 5.122 0.054
O 4.868 5.024 0.732
O 3.568 5.033 -1.376
C 2.459 3.960 0.758
C 1.370 3.554 0.013
C 0.461 2.675 0.573
C 0.645 2.206 1.871
C -0.352 1.241 2.459
N -0.600 0.115 1.585
C -1.752 -0.003 0.877
O -2.671 0.783 0.985
C -1.781 -1.205 -0.011
C -1.429 -2.435 0.486
C -1.477 -3.573 -0.354
C -1.120 -4.908 0.147
C -0.625 -5.856 -0.748
C -0.279 -7.119 -0.311
C -0.428 -7.458 1.025
C -0.934 -6.529 1.918
C -1.278 -5.261 1.485
N -1.816 -3.487 -1.619
C -2.169 -2.300 -2.135
C -2.538 -2.249 -3.497
C -2.917 -1.066 -4.065
C -2.947 0.113 -3.303
C -2.589 0.100 -1.982
C -2.193 -1.101 -1.365
C 1.752 2.624 2.601
C 2.661 3.509 2.045
H 3.493 7.122 1.102
H 2.585 7.109 -0.292
H 1.259 3.923 -0.994
H -0.401 2.351 0.010
H -1.320 1.739 2.584
H -0.008 0.880 3.433
H 0.172 -0.501 1.385
H -1.117 -2.539 1.515
H -0.519 -5.577 -1.785
H 0.109 -7.844 -1.011
H -0.157 -8.446 1.368
H -1.065 -6.794 2.957
H -1.696 -4.557 2.189
H -2.513 -3.169 -4.059
H -3.202 -1.029 -5.106
H -3.256 1.037 -3.769
H -2.629 1.004 -1.394
H 1.900 2.260 3.607
H 3.532 3.844 2.584
```

Calculated values
- Calculated total energy: -45608.397 eV
- Relative energy (zero: lowest compared OMol25 entry of this formula, charge and spin): 0.000 eV

***

Entry 7:
A single C23H19N3O3S2 molecule at a distorted geometry. Source: the OMol25 dataset; level of theory: wB97M-V/def2-TZVPD.

XYZ file:
```
50
Properties=species:S:1:pos:R:3
C 3.361 -2.039 2.335
C 2.420 -2.681 1.365
C 2.834 -3.668 0.485
C 1.962 -4.257 -0.423
C 0.632 -3.883 -0.483
C 0.201 -2.903 0.391
S -1.395 -2.215 0.547
C -0.732 -1.149 1.808
N -1.521 -0.269 2.499
C -2.691 0.356 2.122
O -3.378 0.911 2.945
C -2.992 0.344 0.664
C -4.280 0.075 0.216
C -4.558 0.083 -1.141
C -3.554 0.365 -2.052
C -2.281 0.663 -1.597
S -1.031 0.975 -2.860
O -1.417 2.149 -3.579
O -0.843 -0.245 -3.584
N 0.391 1.273 -2.057
C 1.219 0.146 -1.631
C 2.068 0.664 -0.453
C 1.526 2.046 -0.217
C 1.841 2.968 0.755
C 1.180 4.191 0.756
C 0.224 4.476 -0.205
C -0.105 3.553 -1.190
C 0.557 2.340 -1.179
C -1.990 0.665 -0.251
N 0.505 -1.321 2.086
C 1.079 -2.294 1.312
H 2.827 -1.322 2.951
H 3.815 -2.793 2.976
H 4.161 -1.528 1.802
H 3.866 -3.984 0.507
H 2.327 -5.021 -1.092
H -0.049 -4.334 -1.186
H -1.213 -0.071 3.445
H -5.050 -0.149 0.939
H -5.557 -0.136 -1.487
H -3.734 0.365 -3.115
H 1.829 -0.178 -2.476
H 0.578 -0.694 -1.347
H 1.967 0.036 0.433
H 3.126 0.703 -0.717
H 2.586 2.743 1.504
H 1.415 4.924 1.513
H -0.278 5.431 -0.191
H -0.845 3.765 -1.944
H -1.003 0.922 0.101
```

Calculated values
- Calculated total energy: -56443.701 eV
- Relative energy (zero: lowest compared OMol25 entry of this formula, charge and spin): 0.000 eV

***

Entry 8:
A molecular structure, C23H19N3O6V at a distorted geometry. Source: the OMol25 dataset; level of theory: wB97M-V/def2-TZVPD.

XYZ file:
```
52
Properties=species:S:1:pos:R:3
V -0.394 0.223 0.007
O 0.184 1.587 -0.966
C -0.458 2.757 -0.877
C 0.251 3.947 -1.008
C -0.414 5.154 -0.966
C -1.810 5.207 -0.818
C -2.529 4.043 -0.731
C -1.880 2.793 -0.743
C -2.664 1.607 -0.841
N -2.189 0.394 -0.753
C -3.044 -0.730 -1.177
C -2.672 -2.037 -0.487
N -1.418 -2.584 -1.017
C -1.133 -3.849 -1.244
C 0.117 -4.224 -1.737
C 0.514 -5.569 -1.906
C 1.715 -5.842 -2.513
C 2.512 -4.788 -2.978
C 2.135 -3.452 -2.836
C 0.951 -3.193 -2.202
O 0.484 -1.883 -2.145
H 1.322 3.894 -1.152
H 0.148 6.073 -1.065
H -2.317 6.162 -0.798
H -3.609 4.072 -0.652
H -3.718 1.728 -1.089
H -2.984 -0.843 -2.262
H -4.079 -0.502 -0.918
H -3.450 -2.776 -0.667
H -2.580 -1.896 0.594
H -1.928 -4.569 -1.078
H -0.128 -6.365 -1.549
H 2.040 -6.864 -2.646
H 3.449 -5.015 -3.470
H 2.745 -2.648 -3.225
O 0.298 -1.516 0.103
N -0.374 -1.636 -1.089
O 1.664 0.571 1.133
C 1.935 1.129 2.361
C 3.253 1.289 2.738
C 3.583 1.853 3.961
C 2.596 2.276 4.844
C 1.276 2.129 4.493
C 0.923 1.551 3.244
C -0.491 1.495 3.114
O -1.494 1.739 3.586
O -0.835 0.712 1.462
H 2.493 0.301 0.716
H 4.040 0.969 2.064
H 4.627 1.963 4.223
H 2.851 2.716 5.798
H 0.490 2.446 5.164
```

Calculated values
- Calculated total energy: -66572.261 eV
- Charge: +3
- Relative energy (zero: lowest compared OMol25 entry of this formula, charge and spin): 0.280 eV